(1)
ORCA calculation (ωB97M-V/def2-TZVPD) on C6H11Br3N2OV as an isolated structure.

```
24
Properties=species:S:1:pos:R:3:forces:R:3
O -8.7186 -27.7090 12.2578 1.3 -0.5 2.6
V -7.7182 -27.6993 13.5134 0.8 2.2 -2.5
C -9.5429 -24.0780 5.7996 0.4 1.0 -0.1
C -7.9935 -24.0698 5.9315 -1.0 -0.4 -2.3
N -7.5524 -24.9712 6.9462 1.4 -2.5 3.5
C -6.9277 -24.6168 8.1733 -1.2 2.7 -2.7
C -6.9075 -25.6638 8.9564 0.9 -2.4 2.5
N -7.4333 -26.7501 8.3216 -0.6 4.3 -4.9
C -7.7538 -26.3089 7.0533 -0.7 0.6 1.0
C -7.5999 -28.0473 8.7755 0.5 -1.6 0.6
H -9.9947 -23.4355 6.5553 -0.1 -0.6 0.5
H -9.9526 -25.0869 5.7512 0.1 0.1 0.4
H -9.8900 -23.5791 4.8948 0.5 -0.1 -0.3
H -7.5385 -23.0826 6.0118 -0.2 -0.1 0.6
H -7.5812 -24.4800 5.0096 0.0 0.1 -0.2
H -6.6988 -23.5675 8.2871 0.3 -0.3 0.4
H -6.4859 -25.8742 9.9281 -0.1 0.7 0.2
H -8.2504 -26.9227 6.3164 0.1 0.0 0.0
H -7.9439 -27.9477 9.8050 -0.1 -0.7 0.0
H -6.6101 -28.4919 8.6724 -0.2 -0.7 0.5
H -8.2970 -28.5690 8.1197 -0.1 -0.1 0.4
Br -6.2268 -27.9465 15.7123 -1.1 -0.2 -1.8
Br -6.9424 -24.9844 12.7697 -0.5 -2.1 0.5
Br -5.7753 -29.0527 11.8886 -0.5 0.5 1.0
```
Positions in Å, forces in eV/Å.

## Properties
DFT total energy ... -9085.72896 a.u.
HOMO-LUMO gap (alpha / beta) ... 6.46 / 4.45 eV
HOMO (alpha / beta) ... -12.325 / -12.385 eV
Charge ... +1
2S+1 ... 3

---

(2)
ORCA calculation (ωB97M-V/def2-TZVPD) on a 2-piece molecular cluster, C6H11BrNO3S overall.

```
23
Properties=species:S:1:pos:R:3:forces:R:3
C 2.8188 -0.8810 0.9275 0.8 -3.3 0.0
C -2.1436 -0.2633 0.1474 -1.8 3.5 -2.4
C -0.8148 2.0843 -0.3037 -0.7 -3.5 5.2
C -0.3047 -0.1192 -1.3372 2.2 3.9 0.2
C -0.9610 0.5624 -0.4242 -2.0 -0.2 -0.8
C 3.6541 0.0371 0.4492 0.3 -0.9 0.7
N 3.2950 -2.2012 1.1350 0.4 -1.3 -0.6
O 4.4771 -0.1617 -1.8184 1.1 -0.4 -0.1
O 1.4950 -0.8040 1.3202 1.3 1.7 0.4
O 5.5351 -1.7965 -0.2228 0.0 0.2 -0.2
S 5.2334 -0.3700 -0.5353 -1.3 0.6 -0.5
Br 3.0664 1.7865 0.3843 -0.4 1.2 -0.2
H -1.7800 -0.7665 0.9570 0.4 -1.2 2.7
H -3.0324 0.5140 0.3752 1.7 -2.2 -0.2
H -2.4123 -1.0211 -0.6376 -0.2 0.9 0.9
H 0.1501 2.2644 -0.4882 3.7 1.1 -1.2
H -0.9415 2.4251 0.7793 -0.3 -0.3 -1.3
H -1.4444 2.5380 -0.9324 -2.5 2.0 -2.3
H -0.5090 -1.0898 -1.4868 -0.5 -3.4 -0.8
H 0.5347 0.3633 -1.8422 -0.1 -0.4 -0.1
H 1.4676 0.1472 1.5679 -0.8 -0.5 -0.2
H 3.9783 -2.6955 0.5132 -0.4 2.0 0.5
H 2.6715 -2.9322 1.4202 -1.0 0.6 0.3
```
Positions in Å, forces in eV/Å.

## Properties
DFT total energy ... -3487.84455 a.u.
HOMO-LUMO gap ... 6.86 eV
HOMO ... -3.836 eV
Charge ... -1
Energy above the lowest of the compared OMol25 structures with the same formula, charge and spin ... 3.034 eV

---

(3)
ORCA calculation (ωB97M-V/def2-TZVPD) on one molecule with the formula C6H11BrO.

```
19
Properties=species:S:1:pos:R:3:forces:R:3
C 0.7531 0.6168 2.1500 -0.6 -0.6 -1.7
C 0.6730 0.8473 0.8035 0.9 1.1 2.4
C 1.4735 -1.1043 -0.7090 -3.7 -0.5 4.2
C -1.2891 1.3717 -1.2861 -0.9 0.1 1.5
C -0.9248 -1.1631 0.1848 2.2 1.8 0.4
C 0.2746 -0.1339 -0.2862 -1.6 -0.5 -1.1
O -0.1996 0.5552 -1.4502 2.0 -0.6 -0.3
Br -1.6303 -2.2298 -1.2243 -0.4 0.2 0.0
H 1.0131 1.3870 2.8756 0.1 -0.1 -0.4
H 0.5198 -0.3685 2.5811 0.0 0.4 -0.2
H 1.0474 1.8973 0.5549 -0.8 -1.6 -0.4
H 2.1463 -0.6218 -1.2768 2.5 1.6 -2.0
H 0.9792 -1.9398 -1.1823 0.4 -0.2 -0.4
H 1.8673 -1.4231 0.3086 0.0 0.2 -1.5
H -1.6277 1.7708 -2.2004 -0.2 0.1 -1.4
H -1.1162 2.2365 -0.6657 0.5 0.5 0.5
H -2.1201 0.8495 -0.8128 -0.3 -0.2 0.0
H -1.6210 -0.8044 0.9443 -0.3 0.2 -0.7
H -0.2184 -1.7434 0.6911 0.2 -1.9 1.2
```
Positions in Å, forces in eV/Å.

## Properties
DFT total energy ... -2884.38505 a.u.
HOMO-LUMO gap ... 10.54 eV
HOMO ... -9.625 eV
Energy above the lowest of the compared OMol25 structures with the same formula, charge and spin ... 0.497 eV
SMILES ... C=C[C@@](C)(CBr)OC

---

(4)
ORCA calculation (ωB97M-V/def2-TZVPD) on an isolated ion of composition C6H11Cl2N3O and charge +2.

```
23
Properties=species:S:1:pos:R:3:forces:R:3
C 0.3422 0.3150 -1.0687 -2.1 1.3 0.2
C 0.7507 -1.8547 -2.1215 0.2 1.9 1.5
C 2.2607 -0.8877 -0.4672 -0.5 0.6 -2.0
C -1.2941 0.6411 2.7006 -2.7 -2.2 -0.8
C -1.2926 1.5799 1.4964 -5.4 -1.0 -0.4
C -1.6541 0.8030 0.2006 1.7 -1.4 3.0
N 1.7107 0.2797 -0.6198 1.2 -1.2 0.5
N 0.1795 -0.6627 -2.2235 0.9 -1.4 -0.9
N 1.6754 -1.9332 -1.1241 1.3 -0.1 1.5
O -0.4592 -0.0804 -0.0624 0.1 -0.2 -0.5
Cl 0.4839 -3.2071 -2.9896 -0.4 -0.4 -0.7
Cl 3.7834 -1.1419 0.1288 0.0 0.1 0.6
H 0.0908 1.3613 -1.3641 0.4 -0.8 -0.5
H -0.9778 -0.3472 2.2960 0.8 0.6 0.9
H -0.7629 1.0580 3.4880 1.6 0.3 1.3
H -2.2662 0.2810 3.2274 0.9 1.3 -1.4
H -0.4476 2.1340 1.4807 3.3 1.2 -0.7
H -2.0365 2.4260 1.5203 0.2 -0.9 0.4
H -2.4717 0.0796 0.2703 0.0 0.5 0.3
H -1.7348 1.3786 -0.6365 -0.6 1.8 -2.2
H 2.2127 1.0223 -0.1597 -0.4 1.0 -0.1
H -0.3555 -0.5357 -3.0978 0.0 0.6 0.8
H 2.2630 -2.7089 -0.8741 -0.6 -1.6 -0.8
```
Positions in Å, forces in eV/Å.

## Properties
DFT total energy ... -1394.41218 a.u.
HOMO-LUMO gap ... 7.50 eV
HOMO ... -17.097 eV
Charge ... +2
Energy above the lowest of the compared OMol25 structures with the same formula, charge and spin ... 0.000 eV
SMILES ... CCCO[C@H]1NC(Cl)=[NH+]C(Cl)=[NH+]1

---

(5)
ORCA calculation (ωB97M-V/def2-TZVPD) on C6H11F as an isolated structure.

```
18
Properties=species:S:1:pos:R:3:forces:R:3
C 0.1588 2.1505 0.5676 1.0 -0.3 -0.2
C 0.4958 0.9976 0.0034 -3.0 -2.4 -0.3
C 1.5027 0.5804 -1.0765 0.4 2.1 1.3
C -1.7037 -0.6142 -0.6182 0.4 -3.6 1.2
C 0.2745 -1.5993 0.8963 0.4 -0.1 -0.8
C -0.6899 -0.4655 0.5421 3.4 1.9 -2.1
F -1.3023 -0.0579 1.6542 -0.9 0.6 1.2
H -0.5787 2.1005 1.3799 0.3 0.5 -0.5
H 0.7213 3.0751 0.2947 -0.7 -0.6 0.5
H 2.0488 -0.1619 -0.5319 0.5 -1.1 -0.5
H 2.2722 1.3750 -1.2731 -0.8 -0.3 0.3
H 1.1356 0.3070 -2.0641 -0.4 -0.5 0.4
H -2.2068 0.2747 -0.6922 -1.0 2.4 -0.5
H -1.1463 -0.8825 -1.5156 -0.2 0.2 -0.1
H -2.5674 -1.4122 -0.5033 2.0 1.2 0.2
H 0.7563 -1.9378 -0.0649 -0.7 -0.2 1.1
H 1.1265 -1.3599 1.5872 -1.0 0.4 -0.6
H -0.2973 -2.3696 1.4143 0.0 -0.4 -0.4
```
Positions in Å, forces in eV/Å.

## Properties
DFT total energy ... -334.99093 a.u.
HOMO-LUMO gap ... 10.17 eV
HOMO ... -9.220 eV
Energy above the lowest of the compared OMol25 structures with the same formula, charge and spin ... 1.904 eV

---

(6)
ORCA calculation (ωB97M-V/def2-TZVPD) on C6H11F6HgNO15S4 as an isolated structure.

```
44
Properties=species:S:1:pos:R:3:forces:R:3
Hg 21.1288 -4.8984 26.5386 0.4 0.1 1.9
S 21.3862 -6.4257 29.7352 1.3 0.8 4.3
O 21.1670 -7.8765 29.7021 -0.7 -1.3 -0.3
O 22.7067 -6.0868 30.2390 2.4 -0.7 -0.9
O 21.2388 -5.9637 28.3430 -0.9 0.0 -1.4
O 20.5487 -5.7120 30.7108 -2.3 -0.4 -0.9
S 23.1909 -2.8915 28.7442 0.1 2.9 -1.7
O 22.6808 -3.1408 30.0942 0.0 -1.1 2.3
O 23.0957 -1.4373 28.5620 0.6 0.1 -0.3
O 24.5475 -3.4035 28.6428 0.2 0.0 1.0
O 22.3148 -3.5264 27.7940 -0.6 -0.2 -0.9
C 25.1443 -6.1084 23.9719 -0.2 1.9 2.6
F 26.2027 -5.7394 23.2393 0.0 -0.2 -0.2
F 24.1748 -6.4993 23.1770 -0.9 -0.3 -1.2
F 25.4733 -7.1426 24.7346 0.4 -0.6 -0.1
S 24.5920 -4.6670 25.2185 2.3 0.5 5.6
O 24.8939 -3.4273 24.5466 -0.6 -0.3 -1.4
O 23.1972 -4.9260 25.6138 0.9 -0.6 -2.7
O 25.4220 -4.8061 26.4716 -1.0 -0.8 -3.9
C 17.3785 -1.9720 27.7213 2.3 -1.2 1.2
F 16.6693 -1.4736 28.7259 -1.1 -0.4 0.4
F 16.6545 -2.6282 26.8359 -1.7 0.0 -0.9
F 17.8766 -0.8894 27.1306 0.6 0.3 -0.8
S 18.6463 -3.2773 28.3668 1.4 1.1 7.5
O 17.9648 -4.2969 29.1771 -0.9 1.3 -2.1
O 19.2506 -3.8130 27.1900 -0.3 0.4 -2.6
O 19.4940 -2.4578 29.2888 -1.7 -0.7 -3.0
C 20.8875 -8.3994 23.8086 0.1 0.3 -0.7
C 21.0270 -7.0977 24.5528 -1.1 0.3 1.6
C 20.4719 -5.9004 23.6534 0.6 -1.2 1.7
O 20.1650 -4.7633 24.4556 -1.1 0.7 -2.2
C 19.4586 -3.7378 23.6435 0.9 -0.9 1.0
N 20.3618 -7.1515 25.9285 -0.1 -0.1 -2.0
H 19.8320 -8.6144 23.6418 -0.1 -0.2 0.0
H 21.3752 -9.2430 24.2971 0.0 0.1 0.1
H 21.3490 -8.2491 22.8327 0.1 -0.3 -0.3
H 22.0573 -6.9526 24.8779 0.2 0.3 -0.7
H 19.5666 -6.2667 23.1695 -0.3 0.0 -0.2
H 21.2264 -5.6558 22.9057 0.1 0.1 -0.1
H 19.5527 -2.7806 24.1563 0.1 -0.2 0.0
H 18.4028 -3.9876 23.5386 0.0 -0.2 0.1
H 19.9291 -3.7083 22.6607 0.1 0.2 0.0
H 20.6695 -7.9865 26.4062 0.9 0.2 0.6
H 19.3659 -7.3193 25.9111 -0.5 0.5 -0.4
```
Positions in Å, forces in eV/Å.

## Properties
DFT total energy ... -3763.74666 a.u.
HOMO-LUMO gap (alpha / beta) ... 3.18 / 3.18 eV
HOMO (alpha / beta) ... 2.488 / 2.490 eV
Charge ... -3
2S+1 ... 2